ORCA calculation (ωB97M-V/def2-TZVPD) on an isolated ion of composition C3H4N3 and charge +1.

Output
- relative energy (zero: lowest compared OMol25 entry of this formula, charge and spin) (kcal/mol) = 96.2
- gap between HOMO and LUMO (spin up / spin down) (eV) = 7.376 / 7.656
- LUMO (spin up / spin down) (eV) = -9.379 / -9.421
- structure (SMILES) = CC1=NN=[N+]=C1

```
! wB97M-V def2-TZVPD RIJCOSX def2/J DEFGRID3
* xyz 1 1
C -1.367 -0.578 0.061
C 0.030 -0.230 0.061
N 1.082 -1.086 -0.025
N 2.150 -0.443 0.118
N 2.066 0.831 -0.073
C 0.859 1.197 0.096
H -1.545 -1.618 -0.356
H -1.751 -0.159 -0.792
H -2.050 -0.080 0.886
H 0.526 2.164 0.023
*
```


ORCA calculation (ωB97M-V/def2-TZVPD) on an isolated ion of composition C5H10N and charge +1.

Output
- relative energy (zero: lowest compared OMol25 entry of this formula, charge and spin) (kcal/mol) = 35.6
- gap between HOMO and LUMO (eV) = 8.800
- LUMO (eV) = -5.476
- structure (SMILES) = C=[NH+]/C=C/CC

```
! wB97M-V def2-TZVPD RIJCOSX def2/J DEFGRID3
* xyz 1 1
C -2.234 -2.218 0.645
N -1.682 -1.215 0.053
C -0.829 -0.210 0.576
C -0.135 0.529 -0.309
C 1.013 1.344 0.175
C 2.235 1.112 -0.753
H -2.408 -2.182 1.719
H -2.549 -3.068 0.051
H -2.041 -1.183 -0.903
H -0.960 0.067 1.612
H -0.213 0.417 -1.385
H 1.270 1.174 1.218
H 0.762 2.409 0.136
H 3.125 1.560 -0.320
H 2.448 0.034 -0.728
H 2.200 1.430 -1.789
*
```


ORCA calculation (ωB97M-V/def2-TZVPD) on C30H61F4N2O29P3Pt as an isolated structure.

Output
- gap between HOMO and LUMO (spin up / spin down) (eV) = 6.859 / 6.497
- LUMO (spin up / spin down) (eV) = -0.231 / -0.244

```
! wB97M-V def2-TZVPD RIJCOSX def2/J DEFGRID3
* xyz 0 3
Pt -11.539 3.865 21.902
C -12.598 4.984 19.622
O -13.001 5.622 18.610
O -11.898 3.947 19.609
O -12.835 5.351 20.840
C -14.185 2.744 25.185
C -12.965 3.339 24.444
C -11.665 2.570 24.711
O -10.617 3.147 23.941
C -9.382 2.472 24.094
N -13.342 3.272 23.021
H -15.139 3.222 24.958
H -14.162 2.879 26.270
H -14.306 1.688 24.932
H -12.894 4.358 24.826
H -11.850 1.535 24.409
H -11.399 2.639 25.768
H -8.786 2.533 23.182
H -9.307 1.404 24.319
H -8.837 2.990 24.888
H -14.210 3.804 22.928
H -13.726 2.356 22.798
C -17.664 5.407 22.823
C -16.503 5.274 21.834
C -16.586 6.340 20.720
O -17.806 6.352 20.013
C -18.264 5.149 19.372
N -15.252 5.475 22.520
H -17.684 6.489 22.977
H -17.408 4.920 23.765
H -18.636 5.039 22.501
H -16.514 4.291 21.358
H -15.809 6.209 19.957
H -16.420 7.346 21.112
H -17.553 4.975 18.562
H -19.320 5.144 19.118
H -18.168 4.410 20.170
H -14.570 5.460 21.760
H -15.184 6.328 23.058
C -7.271 3.712 18.015
O -7.870 3.516 19.306
P -8.652 4.744 19.977
O -9.438 4.330 21.186
O -7.448 5.786 20.303
C -6.692 5.739 21.481
O -9.465 5.446 18.822
C -9.960 6.777 18.990
H -7.395 4.722 17.622
H -7.761 3.099 17.259
H -6.209 3.471 18.025
H -7.264 5.611 22.401
H -6.152 6.686 21.479
H -5.911 4.975 21.511
H -11.043 6.847 19.071
H -9.734 7.304 18.060
H -9.383 7.340 19.720
C -9.284 8.927 22.154
O -10.322 7.972 22.132
P -10.563 6.981 23.392
O -11.173 5.681 23.081
O -9.074 6.810 24.018
C -8.810 6.550 25.386
O -11.291 7.872 24.505
C -12.718 7.761 24.690
H -8.422 8.520 21.625
H -9.029 9.187 23.182
H -9.526 9.887 21.698
H -8.089 7.262 25.787
H -8.326 5.577 25.488
H -9.695 6.516 26.021
H -13.185 8.709 24.435
H -12.909 7.486 25.727
H -13.047 6.923 24.073
C -8.223 -0.386 20.304
O -9.093 0.550 20.967
P -10.662 0.451 20.960
O -11.358 1.638 21.528
O -11.062 0.185 19.399
C -10.887 1.206 18.453
O -10.974 -0.902 21.736
C -12.308 -1.205 22.028
H -8.681 -0.768 19.394
H -7.916 -1.161 21.005
H -7.309 0.147 20.043
H -10.283 2.047 18.795
H -11.867 1.451 18.046
H -10.342 0.891 17.557
H -12.439 -1.168 23.111
H -12.627 -2.197 21.704
H -13.125 -0.606 21.620
C -11.626 5.364 15.756
C -11.268 3.959 16.245
O -9.934 3.820 15.778
C -9.400 5.002 15.460
O -8.222 5.207 15.242
O -10.372 5.997 15.435
F -11.968 3.043 15.547
H -12.250 5.873 16.489
H -12.102 5.314 14.777
H -11.495 3.800 17.303
C -14.765 7.886 16.427
C -15.616 6.773 16.990
O -15.182 5.683 16.233
C -14.848 6.179 14.987
O -14.492 5.476 14.090
O -14.747 7.522 15.042
F -16.943 6.991 16.780
H -13.735 7.849 16.779
H -15.291 8.814 16.643
H -15.331 6.614 18.029
C -13.577 8.760 21.170
C -13.421 8.981 19.669
O -12.490 9.995 19.589
C -12.192 10.515 20.803
O -11.442 11.412 20.991
O -13.114 10.009 21.674
F -14.576 9.320 19.072
H -12.951 7.895 21.402
H -14.606 8.549 21.451
H -12.998 8.075 19.225
C -15.074 2.883 18.466
C -15.249 2.504 16.973
O -16.658 2.229 16.851
C -17.182 2.182 18.107
O -18.314 1.868 18.397
O -16.259 2.406 19.064
F -14.579 1.339 16.794
H -14.970 3.971 18.460
H -14.177 2.392 18.836
H -14.787 3.274 16.358
*
```


ORCA calculation (ωB97M-V/def2-TZVPD) on one molecule with the formula C6H9N3O2.

Output
- relative energy (zero: lowest compared OMol25 entry of this formula, charge and spin) (kcal/mol) = 124.0
- gap between HOMO and LUMO (eV) = 9.040
- LUMO (eV) = -0.177
- structure (SMILES) = NC(=O)N[C@]1(N=O)CC12CC2

```
! wB97M-V def2-TZVPD RIJCOSX def2/J DEFGRID3
* xyz 0 1
N 1.839 -2.279 -1.149
C 1.564 -1.198 -0.222
O 1.675 -1.334 0.973
N 1.268 -0.056 -0.997
C 0.485 1.037 -0.605
N 0.082 1.921 -1.588
O 0.483 1.596 -2.734
C 0.482 1.630 0.864
C -0.676 0.927 0.368
C -2.119 0.963 0.188
C -1.419 -0.254 0.653
H 2.324 -2.193 -2.000
H 2.120 -3.128 -0.590
H 1.401 -0.267 -2.031
H 0.426 2.752 0.864
H 1.069 1.266 1.815
H -2.446 0.996 -0.798
H -2.577 1.627 0.899
H -1.659 -0.436 1.686
H -1.421 -1.094 -0.087
*
```


ORCA calculation (ωB97M-V/def2-TZVPD) on a 14-piece molecular cluster, C56H148N8O22 overall.

Output
- gap between HOMO and LUMO (eV) = 8.396
- LUMO (eV) = 0.147

```
! wB97M-V def2-TZVPD RIJCOSX def2/J DEFGRID3
* xyz 0 1
C -7.907 3.044 -0.061
O -8.518 4.224 0.417
C -8.170 5.341 -0.380
C -9.141 6.463 -0.013
N -10.470 6.275 -0.543
C -11.445 7.184 0.066
C -11.842 6.815 1.492
O -12.473 5.566 1.582
C -12.811 5.157 2.878
H -8.305 2.214 0.520
H -6.826 3.110 0.126
H -8.049 2.853 -1.129
H -8.137 5.154 -1.457
H -7.156 5.686 -0.142
H -8.751 7.473 -0.142
H -9.150 6.374 1.086
H -10.854 5.349 -0.631
H -12.358 7.181 -0.533
H -11.041 8.194 0.003
H -12.564 7.608 1.756
H -11.034 6.815 2.234
H -12.025 4.558 3.342
H -13.786 4.675 2.895
H -12.934 6.030 3.534
C -2.885 -8.957 -9.132
O -2.327 -7.945 -8.321
C -1.462 -7.081 -9.029
C -0.676 -6.257 -8.038
N 0.057 -7.214 -7.193
C 0.863 -6.633 -6.123
C 0.157 -5.741 -5.115
O 0.722 -4.420 -5.027
C 0.304 -3.530 -6.039
H -3.789 -9.297 -8.624
H -2.191 -9.781 -9.305
H -3.257 -8.502 -10.058
H -2.051 -6.427 -9.683
H -0.741 -7.601 -9.668
H -1.375 -5.685 -7.417
H 0.015 -5.582 -8.539
H -0.611 -7.848 -6.772
H 1.685 -6.095 -6.611
H 1.433 -7.409 -5.605
H 0.198 -6.093 -4.081
H -0.927 -5.639 -5.256
H 0.543 -3.927 -7.030
H 0.853 -2.602 -5.891
H -0.782 -3.400 -5.964
C 2.030 8.419 3.052
O 1.567 7.807 1.864
C 2.477 6.869 1.301
C 2.008 6.543 -0.113
N 0.869 5.626 -0.070
C 0.200 5.508 -1.364
C -1.184 4.925 -1.129
O -1.971 5.911 -0.490
C -3.156 5.372 0.053
H 2.574 7.708 3.680
H 1.130 8.753 3.562
H 2.687 9.271 2.864
H 2.542 5.961 1.906
H 3.435 7.398 1.265
H 2.770 6.183 -0.805
H 1.683 7.516 -0.514
H 0.208 6.077 0.561
H 0.775 4.810 -1.978
H 0.105 6.470 -1.882
H -1.150 3.999 -0.541
H -1.637 4.651 -2.094
H -3.599 6.212 0.594
H -2.848 4.682 0.851
H -3.892 4.889 -0.594
C 3.808 -5.512 -4.302
O 4.231 -4.739 -3.223
C 3.128 -4.257 -2.470
C 3.579 -3.765 -1.095
N 4.252 -4.870 -0.404
C 4.865 -4.345 0.790
C 5.719 -5.431 1.469
O 6.799 -5.847 0.635
C 7.851 -4.916 0.517
H 3.127 -4.972 -4.970
H 3.222 -6.413 -4.059
H 4.634 -5.907 -4.893
H 2.335 -5.009 -2.421
H 2.706 -3.404 -3.017
H 2.683 -3.482 -0.546
H 4.303 -2.948 -1.218
H 4.940 -5.214 -1.069
H 4.102 -4.115 1.544
H 5.426 -3.405 0.713
H 5.110 -6.321 1.602
H 6.141 -5.093 2.419
H 8.234 -4.512 1.459
H 7.495 -4.048 -0.056
H 8.589 -5.426 -0.098
C 6.957 3.165 4.727
O 5.609 2.804 4.805
C 5.290 1.702 3.969
C 3.867 1.297 4.284
N 3.561 0.019 3.672
C 2.204 -0.433 4.017
C 1.932 -1.877 3.596
O 2.112 -2.765 4.665
C 3.457 -2.991 5.040
H 7.314 3.508 3.747
H 7.630 2.330 4.966
H 7.163 3.954 5.448
H 5.999 0.889 4.178
H 5.436 1.867 2.892
H 3.198 2.098 3.918
H 3.696 1.376 5.362
H 3.578 0.167 2.670
H 1.469 0.225 3.531
H 2.140 -0.244 5.090
H 2.490 -2.099 2.674
H 0.889 -1.968 3.277
H 4.055 -3.354 4.197
H 3.526 -3.698 5.863
H 3.893 -2.045 5.372
C -3.423 1.864 -0.074
O -2.659 0.782 -0.558
C -1.453 1.145 -1.236
C -0.646 -0.063 -1.658
N -1.314 -1.011 -2.574
C -0.410 -2.114 -2.959
C -0.159 -3.209 -1.923
O 0.521 -2.774 -0.765
C 0.319 -3.540 0.392
H -3.779 2.492 -0.903
H -2.808 2.426 0.629
H -4.376 1.483 0.296
H -0.876 1.681 -0.463
H -1.599 1.952 -1.964
H -0.282 -0.580 -0.766
H 0.234 0.429 -2.090
H -2.012 -1.440 -1.972
H 0.557 -1.690 -3.250
H -0.796 -2.558 -3.874
H 0.454 -3.975 -2.401
H -1.115 -3.616 -1.571
H 0.682 -4.572 0.400
H -0.745 -3.544 0.662
H 0.757 -3.071 1.278
C 7.877 -0.828 5.292
O 6.914 -1.687 4.678
C 7.405 -2.276 3.477
C 7.093 -1.422 2.252
N 5.667 -1.229 2.056
C 5.332 -0.592 0.786
C 3.873 -0.721 0.366
O 2.990 0.232 0.961
C 1.738 0.193 0.324
H 8.602 -1.507 5.753
H 7.339 -0.252 6.042
H 8.378 -0.157 4.589
H 6.781 -3.164 3.381
H 8.481 -2.452 3.528
H 7.440 -1.945 1.352
H 7.620 -0.454 2.260
H 5.200 -0.820 2.870
H 5.845 -1.165 -0.002
H 5.815 0.383 0.620
H 3.565 -1.732 0.643
H 3.843 -0.584 -0.719
H 1.355 -0.786 0.017
H 1.784 0.807 -0.586
H 0.971 0.651 0.946
C 0.268 5.387 9.388
O 0.454 4.402 8.407
C 0.476 4.914 7.097
C 0.607 3.829 6.049
N -0.527 2.898 6.189
C -0.477 1.821 5.188
C -1.010 2.232 3.814
O -0.601 1.247 2.871
C -1.548 1.211 1.810
H -0.702 5.880 9.255
H 1.071 6.129 9.359
H 0.242 4.926 10.373
H 1.270 5.664 6.980
H -0.465 5.458 6.939
H 1.604 3.372 6.110
H 0.603 4.300 5.064
H -0.281 2.400 7.042
H -1.167 1.086 5.606
H 0.529 1.404 5.076
H -0.737 3.261 3.567
H -2.098 2.189 3.938
H -1.966 2.181 1.534
H -2.383 0.589 2.156
H -1.171 0.708 0.919
O -3.990 -1.354 -1.278
H -3.634 -0.454 -1.019
H -4.584 -1.198 -2.020
O -0.799 3.565 -4.257
H -0.885 2.602 -4.430
H -1.651 3.944 -4.493
C 2.768 0.711 -3.515
C 2.593 2.230 -3.456
O 1.570 2.581 -2.525
H 3.642 0.388 -4.078
H 1.878 0.275 -3.975
H 2.802 0.372 -2.478
H 2.317 2.618 -4.444
H 3.492 2.796 -3.199
H 0.806 2.813 -3.061
C -1.476 1.403 -6.874
C -1.087 0.274 -5.911
O -1.035 0.832 -4.605
H -0.787 2.234 -6.726
H -2.513 1.714 -6.755
H -1.388 1.134 -7.930
H -0.088 -0.108 -6.145
H -1.792 -0.556 -6.003
H -1.117 0.118 -3.921
C -2.531 -6.340 -1.136
C -2.040 -6.505 0.305
O -0.851 -7.274 0.239
H -3.276 -5.550 -1.249
H -3.009 -7.256 -1.483
H -1.675 -6.093 -1.765
H -2.806 -7.020 0.894
H -1.909 -5.540 0.797
H -0.170 -6.961 0.836
C -4.558 -2.198 2.288
C -3.468 -3.120 1.757
O -3.733 -3.517 0.426
H -4.186 -1.897 3.272
H -5.540 -2.669 2.298
H -4.706 -1.317 1.656
H -3.559 -3.979 2.424
H -2.497 -2.620 1.823
H -3.873 -2.775 -0.180
*
```


ORCA calculation (ωB97M-V/def2-TZVPD) on a 2-piece molecular cluster, C10H16 overall.

Output
- relative energy (zero: lowest compared OMol25 entry of this formula, charge and spin) (kcal/mol) = 23.5
- gap between HOMO and LUMO (eV) = 9.929
- LUMO (eV) = 0.963
- structure (SMILES) = CCc1ccccc1.CC

```
! wB97M-V def2-TZVPD RIJCOSX def2/J DEFGRID3
* xyz 0 1
C 2.520 -0.686 2.165
C 1.202 -0.459 1.378
C 1.178 0.120 -0.013
C 0.779 1.418 -0.246
C 0.438 1.805 -1.540
C 0.540 0.909 -2.574
C 0.918 -0.415 -2.310
C 1.325 -0.806 -1.057
H 2.342 -1.350 3.008
H 2.998 0.259 2.384
H 3.162 -1.282 1.515
H 0.625 -1.385 1.428
H 0.654 0.199 2.045
H 0.920 2.197 0.496
H 0.049 2.796 -1.735
H 0.406 1.119 -3.629
H 0.922 -1.097 -3.156
H 1.536 -1.838 -0.806
C -2.450 -0.662 0.790
C -3.237 0.261 -0.180
H -1.786 -1.250 0.166
H -1.796 -0.220 1.522
H -3.121 -1.254 1.410
H -2.918 0.041 -1.179
H -4.281 0.284 0.102
H -2.925 1.295 0.018
*
```


ORCA calculation (ωB97M-V/def2-TZVPD) on one molecule with the formula C16H15NO5S.

Output
- relative energy (zero: lowest compared OMol25 entry of this formula, charge and spin) (kcal/mol) = 15.9
- gap between HOMO and LUMO (eV) = 8.360
- LUMO (eV) = 0.234
- structure (SMILES) = Cc1ccsc1C(=O)OCC(=O)NCc1ccc2c(c1)OCO2

```
! wB97M-V def2-TZVPD RIJCOSX def2/J DEFGRID3
* xyz 0 1
C -1.977 -1.433 -1.937
C -1.231 -1.983 -0.773
C -1.826 -2.800 0.216
C -0.956 -3.197 1.180
S 0.628 -2.602 0.918
C 0.110 -1.790 -0.527
C 1.066 -0.961 -1.240
O 0.810 -0.177 -2.119
O 2.318 -1.160 -0.755
C 3.295 -0.194 -1.120
C 3.099 1.081 -0.283
O 3.367 2.184 -0.694
N 2.617 0.815 0.952
C 1.867 1.798 1.713
C 0.404 1.606 1.395
C -0.343 0.670 2.094
C -1.658 0.368 1.745
C -2.184 1.036 0.667
C -1.438 1.980 -0.042
C -0.142 2.277 0.297
O -2.202 2.499 -1.048
C -3.459 1.869 -0.948
O -3.431 0.930 0.109
H -1.452 -0.579 -2.355
H -2.066 -2.195 -2.712
H -2.980 -1.146 -1.628
H -2.867 -3.069 0.205
H -1.153 -3.813 2.036
H 4.268 -0.646 -0.923
H 3.205 0.068 -2.178
H 2.386 -0.149 1.152
H 2.215 2.783 1.400
H 2.069 1.652 2.777
H 0.101 0.158 2.935
H -2.236 -0.360 2.289
H 0.436 2.988 -0.269
H -4.237 2.624 -0.747
H -3.690 1.355 -1.894
*
```